C10H13ClO3PdS | wB97M-V/def2-TZVPD

Each line ends with the natural charge from an NBO analysis.
Atoms and positions in Å:
Cl: 0.118536 2.702417 -0.805759  -0.196
C: -1.883348 -0.690648 -1.391561  -0.262
C: -1.037080 -1.834793 -1.146068  -0.137
C: 0.213198 -1.602612 -1.781684  -0.300
H: -1.341220 -2.755636 -0.583051  0.271
C: 0.167074 -0.311853 -2.436787  0.048
C: -1.156220 0.236790 -2.177634  -0.160
H: -1.471217 1.233388 -2.526120  0.299
H: -2.931843 -0.574108 -1.047484  0.293
H: 1.087185 -2.293067 -1.815888  0.267
C: 1.258427 0.335425 -3.233684  -0.670
Pd: -0.011099 0.191825 -0.115373  0.497
C: 1.840250 0.570898 0.406802  0.482
O: 2.901824 0.875705 0.723686  -0.350
C: -0.935555 0.979504 1.435074  0.501
O: -1.401529 1.580487 2.267494  -0.328
H: 2.235180 0.064223 -2.814235  0.242
H: 1.116431 1.420526 -3.184439  0.265
H: 1.203004 -0.007333 -4.276594  0.287
C: 0.591943 -2.714307 3.447569  -0.710
S: 0.363038 -1.729785 1.945205  1.307
C: 1.533527 -2.713743 0.851367  -0.750
O: -1.129344 -1.930984 1.745270  -0.548
H: 1.639456 -2.641594 3.701255  0.274
H: 0.258841 -3.674332 3.130383  0.272
H: -0.093984 -2.250523 4.119331  0.282
H: 2.230758 -3.173853 1.539787  0.282
H: 0.949944 -3.455085 0.327229  0.276
H: 2.081624 -2.067631 0.169707  0.265

Atoms 1-6, force components in eV/Å:
0.05 0.14 0.11
-0.61 -0.05 0.23
-1.19 -0.63 -0.10
1.20 0.89 -0.86
0.29 1.14 -0.80
0.29 -1.43 -0.13

Relative energy (zero: lowest compared OMol25 entry of this formula, charge and spin), kcal/mol: 14.9
Net charge: +2
2S+1: 5
Lowest unoccupied orbital energy (alpha / beta), eV: -7.61 / -11.99
DFT total energy, eV: -43537.3819
⟨S²⟩: 6.0278
HOMO (alpha / beta), eV: -15.3 / -17.2

***

C5H11N2 | wB97M-V/def2-TZVPD

Each line ends with the natural charge from an NBO analysis.
Atoms and positions in Å:
C: -0.528771 -2.993279 -1.267118  -0.173
C: 1.516350 -0.832067 0.146614  -0.006
C: 0.542516 2.057701 -0.145791  -0.627
C: -1.411318 0.543848 0.789963  -0.614
C: -0.290398 0.749930 -0.267846  -0.134
N: -1.043402 -2.147198 -0.615839  -0.004
N: 0.408428 -0.434681 -0.329665  -0.150
H: -1.170550 -3.871661 -1.235262  0.310
H: 0.385968 -3.374562 -1.692753  0.281
H: 1.919794 -1.683864 -0.245416  0.203
H: 2.290344 -0.053090 0.361893  0.225
H: 1.179296 2.001867 0.752263  0.220
H: 1.312976 2.228140 -0.995629  0.239
H: -0.281086 2.940133 -0.231883  0.264
H: -1.088720 -0.250897 1.500049  0.220
H: -2.339008 0.093199 0.329135  0.242
H: -1.695257 1.517817 1.374323  0.254
H: -0.883752 0.933424 -1.243947  0.250

Atoms 1-6, force components in eV/Å:
1.24 -3.41 -1.09
-0.27 4.32 -1.79
-0.17 1.11 -1.05
-1.11 0.38 1.26
-2.68 2.79 -1.39
0.01 4.17 1.68

Relative energy (zero: lowest compared OMol25 entry of this formula, charge and spin), kcal/mol: 139.1
Net charge: +1
2S+1: 1
Lowest unoccupied orbital energy (alpha / beta), eV: -6.80 / -6.05
DFT total energy, eV: -8331.0859
HOMO (alpha / beta), eV: -14.3 / -14.7

***

C6H12F4NaO3S | wB97M-V/def2-TZVPD

Each line ends with the natural charge from an NBO analysis.
Atoms and positions in Å:
Na: -11.432073 7.262286 12.051778  0.970
F: -9.777338 10.415980 11.558049  -0.989
C: -10.948940 3.974300 14.886808  0.313
O: -9.790323 4.374296 14.200470  -0.572
O: -12.063666 4.714829 14.470004  -0.950
C: -10.921595 2.369318 14.622464  0.916
F: -11.885661 1.631497 15.017295  -0.314
F: -10.808711 2.121394 13.287609  -0.353
F: -9.799721 1.839017 15.248144  -0.378
C: -8.690851 4.870453 14.922446  -0.053
C: -7.758692 5.618484 13.979811  -0.625
H: -6.752471 5.818169 14.348237  0.206
H: -7.661820 4.984672 13.098336  0.208
H: -8.195444 6.519254 13.548587  0.201
H: -8.118607 4.086260 15.418107  0.155
H: -9.026420 5.526678 15.725478  0.159
H: -10.845715 4.135121 15.959920  0.107
C: -9.882981 10.260494 6.486200  -0.861
S: -9.566895 10.317844 4.679302  1.229
O: -10.851182 10.884879 4.100005  -0.973
C: -8.339146 11.601314 4.746767  -0.845
H: -9.116404 10.237028 7.260741  0.258
H: -10.612636 9.485574 6.721162  0.236
H: -10.319847 11.190716 6.849399  0.245
H: -7.475482 11.262237 5.318790  0.238
H: -8.749862 12.542887 5.111259  0.238
H: -8.109027 11.880220 3.718491  0.233

Atoms 1-6, force components in eV/Å:
0.40 0.13 0.55
-0.41 -0.74 -0.03
-3.20 1.09 -0.76
1.26 0.41 -0.77
2.15 -1.97 0.20
2.04 2.31 -1.02

Net charge: -1
2S+1: 1
Lowest unoccupied orbital energy, eV: 1.38
DFT total energy, eV: -38679.4044
HOMO, eV: -4.7

***

C4H33N3O10 | wB97M-V/def2-TZVPD

Each line ends with the natural charge from an NBO analysis.
Atoms and positions in Å:
C: 0.283049 1.453922 0.778539  -0.219
N: 1.005767 1.915094 1.981683  -0.919
C: 0.288956 -0.080592 0.741628  -0.074
C: -0.864582 -0.674251 1.551157  -0.651
N: 0.267465 -0.490627 -0.666940  -0.658
C: 0.464693 -1.910027 -0.884797  -0.046
N: 0.310970 -2.116500 -2.331293  -0.883
H: -0.736517 1.838959 0.821910  0.191
H: 0.720145 1.838580 -0.148740  0.183
H: 1.990159 1.693637 1.813089  0.414
H: 0.926434 2.922598 2.099567  0.374
H: 1.244622 -0.402236 1.143798  0.201
H: -1.062242 -0.127341 2.465985  0.212
H: -1.782115 -0.626011 0.964147  0.216
H: -0.679307 -1.715416 1.791609  0.227
H: -0.611117 -0.194626 -1.089457  0.368
H: -0.270658 -2.544060 -0.385428  0.157
H: 1.457752 -2.163970 -0.533466  0.200
H: 0.664354 -1.309489 -2.836955  0.388
H: 0.807725 -2.932532 -2.663671  0.378
H: -2.822898 -0.550724 -1.899335  0.514
H: -3.872616 0.581998 -1.750287  0.494
O: -2.929519 0.399786 -1.650115  -1.010
H: 3.416783 0.990311 0.027629  0.510
H: 4.405523 0.881850 1.232646  0.476
O: 3.684050 1.411263 0.882451  -0.997
H: -3.170497 0.838192 0.264176  0.477
H: -3.169284 1.471200 1.675857  0.490
O: -3.737945 1.048002 1.023038  -0.980
H: 3.107253 0.404333 -2.334394  0.492
H: 2.040096 -0.019166 -1.359655  0.505
O: 3.015232 0.032065 -1.446858  -0.997
H: -1.569596 -2.182463 -2.456158  0.509
H: -2.723134 -2.816603 -1.623139  0.483
O: -2.548934 -2.162213 -2.308190  -0.990
H: 1.636422 2.103921 -3.029797  0.465
H: 0.399700 1.405276 -3.538404  0.507
O: 1.369047 1.278339 -3.448691  -0.997
H: -1.927983 1.160028 -2.896497  0.509
H: -1.721851 1.124265 -4.441031  0.479
O: -1.348793 1.468513 -3.623851  -0.989
H: -1.971822 2.386255 4.025837  0.480
H: -0.923973 1.937177 2.993622  0.491
O: -1.859579 2.168886 3.096495  -0.974
H: 1.542709 -2.069225 2.561217  0.499
H: 2.299507 -3.392144 2.229864  0.471
O: 1.578390 -2.826939 1.940711  -0.991
H: 1.301939 0.098010 3.225477  0.501
H: 0.621765 -0.837863 4.240528  0.478
O: 1.454433 -0.707435 3.774513  -0.964

Atoms 1-6, force components in eV/Å:
0.05 0.21 0.20
-0.32 -0.41 -0.07
-0.38 0.50 -0.31
0.07 -0.14 -0.30
0.07 -0.01 0.17
-0.05 0.14 -0.65

Relative energy (zero: lowest compared OMol25 entry of this formula, charge and spin), kcal/mol: 0.0
Net charge: 0
2S+1: 1
Lowest unoccupied orbital energy, eV: 0.44
DFT total energy, eV: -29631.0151
HOMO, eV: -9.4